No. 1
Computed, not measured: a single C3H4O2S2 molecule in a non-equilibrium geometry, with ωB97M-V with the def2-TZVPD basis set.

Computed properties:
Relative energy (zero: lowest compared OMol25 entry of this formula, charge and spin), kcal/mol: 27.2
Gap between HOMO and LUMO, eV: 9.4
HOMO level, eV: -9.063
Structure (SMILES): O=CSCOC=S
Net charge: 0
LUMO, eV: 0.30

```
11
C3H4O2S2 (ωB97M-V with the def2-TZVPD basis set)
C -2.02 -0.25 0.69
C -0.08 -0.51 -0.56
C 2.28 0.74 0.09
H -2.38 -0.71 1.67
H -0.44 -1.24 -1.29
H -0.11 0.57 -0.91
H 3.29 0.75 0.34
O -0.78 -0.60 0.64
O 1.64 1.74 0.04
S -3.05 0.42 -0.43
S 1.65 -0.91 -0.28
```

Table of Löwdin atomic charges, one value per atom, all in e:
1. C -0.727
2. C -0.521
3. C -0.550
4. H 0.105
5. H 0.096
6. H 0.106
7. H 0.059
8. O -0.185
9. O 0.005
10. S 0.649
11. S 0.963


No. 2
Computed, not measured: 5 unconnected molecules or ions with the total composition C31H63F3N3O15S2 in a non-equilibrium geometry, with ωB97M-V with the def2-TZVPD basis set.

Computed properties:
Gap between HOMO and LUMO, eV: 4.9
HOMO level, eV: -10.582
Net charge: +1
LUMO, eV: -5.65

```
117
C31H63F3N3O15S2 (ωB97M-V with the def2-TZVPD basis set)
C 6.48 -1.51 4.59
C 5.60 -1.76 3.31
O 5.24 -0.52 2.64
C 4.35 -0.82 1.56
C 3.46 0.46 1.35
O 2.75 0.83 2.59
N 2.33 2.11 2.37
C 3.25 3.15 2.95
C 3.80 2.84 4.39
C 4.56 4.16 4.86
F 4.79 1.83 4.40
C 0.99 2.29 2.67
N 0.41 3.41 2.19
S -1.27 3.72 2.46
O -1.55 3.87 3.87
O -1.68 4.91 1.75
F -2.16 2.49 1.90
N 0.13 1.41 3.40
C -0.17 0.14 2.67
O -1.45 -0.39 2.95
C -1.40 -1.77 3.24
C -0.54 -2.41 4.23
C -0.55 -3.86 4.50
C -1.47 -4.74 3.77
C -2.33 -4.10 2.76
C -2.31 -2.66 2.47
S 0.58 1.17 5.03
O -0.53 0.48 5.65
O 1.78 0.39 5.22
F 0.62 2.65 5.71
H 7.52 -1.87 4.40
H 6.06 -2.14 5.43
H 6.46 -0.44 4.93
H 6.18 -2.38 2.57
H 4.63 -2.25 3.62
H 3.71 -1.73 1.74
H 5.00 -0.95 0.65
H 4.17 1.28 1.03
H 2.72 0.36 0.50
H 2.73 4.15 3.02
H 4.14 3.28 2.27
H 3.02 2.64 5.16
H 5.22 4.45 3.99
H 3.85 4.99 5.13
H 5.27 3.88 5.69
H 0.91 4.12 1.65
H 0.67 -0.60 2.79
H -0.19 0.41 1.55
H 0.18 -1.80 4.82
H 0.15 -4.29 5.26
H -1.46 -5.82 4.00
H -3.03 -4.78 2.20
H -2.99 -2.26 1.67
C -0.87 0.55 -3.75
O -0.63 -0.85 -3.79
C 0.70 -1.18 -3.41
C 0.78 -1.62 -1.96
O 0.44 -0.55 -1.07
C -0.91 -0.62 -0.63
H -1.95 0.71 -3.72
H -0.43 1.03 -2.87
H -0.48 1.02 -4.65
H 1.38 -0.35 -3.61
H 1.01 -2.02 -4.05
H 1.81 -1.90 -1.74
H 0.15 -2.49 -1.78
H -1.00 -1.35 0.18
H -1.60 -0.89 -1.44
H -1.19 0.37 -0.25
C -8.92 -4.97 0.43
O -8.89 -5.82 1.57
C -7.88 -6.83 1.48
C -6.62 -6.43 2.24
O -6.00 -5.28 1.67
C -6.34 -4.08 2.35
H -9.46 -4.06 0.71
H -7.92 -4.70 0.09
H -9.46 -5.47 -0.38
H -7.66 -7.05 0.43
H -8.29 -7.73 1.94
H -5.90 -7.25 2.17
H -6.84 -6.27 3.30
H -5.73 -3.99 3.25
H -7.40 -4.04 2.62
H -6.12 -3.24 1.68
C -4.31 2.89 -5.45
O -3.02 2.92 -4.85
C -2.18 3.93 -5.39
C -2.18 5.19 -4.53
O -3.46 5.81 -4.48
C -4.19 5.46 -3.32
H -4.98 2.35 -4.78
H -4.71 3.89 -5.61
H -4.26 2.36 -6.40
H -2.49 4.17 -6.42
H -1.17 3.53 -5.43
H -1.49 5.91 -4.98
H -1.82 4.97 -3.52
H -3.85 6.06 -2.47
H -4.10 4.40 -3.07
H -5.24 5.67 -3.50
C 6.22 1.17 -6.77
O 6.28 0.86 -5.38
C 5.42 1.67 -4.60
C 4.11 0.96 -4.29
O 3.34 0.72 -5.47
C 3.51 -0.60 -5.97
H 6.62 0.33 -7.33
H 5.20 1.35 -7.11
H 6.83 2.06 -6.97
H 5.24 2.63 -5.09
H 5.94 1.86 -3.65
H 3.50 1.61 -3.65
H 4.28 0.03 -3.74
H 2.88 -1.29 -5.39
H 4.55 -0.94 -5.92
H 3.19 -0.62 -7.01
```

Here are the Löwdin charges for atoms 1 to 99, given in e:
1. C -0.063
2. C -0.243
3. O -0.186
4. C -0.175
5. C -0.085
6. O -0.084
7. N -0.027
8. C -0.038
9. C -0.317
10. C -0.023
11. F -0.013
12. C -0.247
13. N 0.084
14. S 0.740
15. O -0.214
16. O -0.209
17. F -0.114
18. N -0.090
19. C -0.176
20. O -0.042
21. C -0.229
22. C -0.015
23. C -0.055
24. C -0.064
25. C -0.061
26. C 0.003
27. S 0.728
28. O -0.201
29. O -0.204
30. F -0.131
31. H 0.077
32. H 0.079
33. H 0.078
34. H 0.127
35. H 0.121
36. H 0.133
37. H 0.147
38. H 0.138
39. H 0.134
40. H 0.146
41. H 0.150
42. H 0.120
43. H 0.095
44. H 0.093
45. H 0.102
46. H 0.171
47. H 0.152
48. H 0.137
49. H 0.090
50. H 0.106
51. H 0.103
52. H 0.102
53. H 0.114
54. C -0.100
55. O -0.177
56. C -0.198
57. C -0.184
58. O -0.213
59. C -0.102
60. H 0.085
61. H 0.081
62. H 0.091
63. H 0.112
64. H 0.125
65. H 0.122
66. H 0.132
67. H 0.079
68. H 0.099
69. H 0.082
70. C -0.111
71. O -0.192
72. C -0.198
73. C -0.201
74. O -0.208
75. C -0.114
76. H 0.090
77. H 0.081
78. H 0.089
79. H 0.126
80. H 0.126
81. H 0.124
82. H 0.127
83. H 0.084
84. H 0.086
85. H 0.087
86. C -0.101
87. O -0.215
88. C -0.195
89. C -0.205
90. O -0.187
91. C -0.108
92. H 0.090
93. H 0.086
94. H 0.091
95. H 0.130
96. H 0.117
97. H 0.126
98. H 0.120
99. H 0.086


No. 3
Computed, not measured: a molecular structure, C23H38Cl2DyN3O4 in a non-equilibrium geometry, with ωB97M-V with the def2-TZVPD basis set.

Computed properties:
Relative energy (zero: lowest compared OMol25 entry of this formula, charge and spin), kcal/mol: 0.0
Gap between HOMO and LUMO (spin up / spin down), eV: 7.8 / 7.8
HOMO level (spin up / spin down), eV: -7.612 / -7.615
⟨S²⟩: 9.334
Multiplicity: 6
Net charge: 0
LUMO (spin up / spin down), eV: 0.20 / 0.20

```
71
C23H38Cl2DyN3O4 (ωB97M-V with the def2-TZVPD basis set)
O -1.24 -1.37 0.97
C -1.51 -2.59 0.41
C -0.83 -3.67 1.25
C 0.25 -3.38 2.08
H 0.67 -2.37 2.11
C 0.83 -4.40 2.84
H 1.69 -4.16 3.47
C 0.30 -5.69 2.76
H 0.75 -6.49 3.35
C -0.80 -5.97 1.94
H -1.23 -6.98 1.87
C -1.38 -4.96 1.19
H -2.22 -5.09 0.51
H -2.61 -2.72 0.42
C -2.05 -1.91 -1.99
C -1.17 -2.73 -1.10
H -2.06 -2.24 -3.04
H -1.74 -0.86 -2.05
H -3.07 -1.87 -1.58
C -0.07 -3.42 -1.53
C 0.47 -3.51 -2.92
H 0.58 -3.88 -0.80
H 0.50 -4.55 -3.26
H 1.51 -3.18 -3.00
H -0.11 -2.95 -3.64
Dy 0.16 0.05 0.03
Cl 2.40 -0.71 1.17
Cl 1.01 -0.67 -2.41
H -0.56 -0.67 5.49
H 1.33 1.22 4.93
C -0.37 -0.93 4.44
C 1.26 0.87 3.90
N -0.04 0.27 3.68
H -1.26 -1.39 4.00
C -0.90 0.78 2.79
O -0.54 1.54 1.85
H 1.41 1.70 3.21
H -1.94 0.45 2.88
H 0.47 -1.63 4.39
H 2.04 0.13 3.72
H -3.88 3.12 -2.17
H -5.39 2.77 0.11
C -3.92 2.03 -2.14
C -5.13 1.71 0.04
N -3.92 1.55 -0.77
H -3.04 1.63 -2.66
C -2.84 1.01 -0.29
O -1.73 1.00 -0.94
H -4.91 1.31 1.03
H -2.88 0.53 0.69
H -4.83 1.69 -2.63
H -5.95 1.15 -0.43
O 1.12 1.78 -0.88
C 1.78 2.70 -1.40
C 2.06 3.90 -0.54
C 3.55 4.09 -0.33
C 4.22 4.68 -1.57
C 4.24 3.83 -2.85
C 2.86 3.54 -3.45
N 2.16 2.54 -2.68
H 1.56 4.77 -0.98
H 1.59 3.66 0.43
H 3.68 4.79 0.51
H 4.03 3.14 -0.03
H 3.73 5.64 -1.80
H 5.27 4.89 -1.30
H 4.80 4.37 -3.61
H 4.76 2.88 -2.66
H 2.26 4.45 -3.48
H 2.97 3.12 -4.46
H 1.84 1.66 -3.07
```

Table of Löwdin atomic charges, one value per atom, all in e:
1. O -0.377
2. C -0.423
3. C -0.189
4. C -0.069
5. H 0.021
6. C -0.079
7. H 0.103
8. C -0.104
9. H 0.092
10. C -0.091
11. H 0.098
12. C -0.043
13. H 0.120
14. H 0.134
15. C -0.088
16. C -0.268
17. H 0.080
18. H 0.019
19. H 0.080
20. C -0.139
21. C -0.184
22. H 0.110
23. H 0.071
24. H 0.043
25. H 0.044
26. Dy 1.214
27. Cl -0.125
28. Cl 0.054
29. H 0.093
30. H 0.095
31. C -0.027
32. C -0.065
33. N -0.167
34. H 0.096
35. C -0.317
36. O -0.147
37. H 0.083
38. H 0.143
39. H 0.093
40. H 0.043
41. H 0.100
42. H 0.098
43. C -0.010
44. C -0.016
45. N -0.164
46. H 0.098
47. C -0.262
48. O -0.194
49. H 0.095
50. H 0.127
51. H 0.095
52. H 0.097
53. O -0.247
54. C -0.411
55. C -0.090
56. C -0.186
57. C -0.209
58. C -0.185
59. C -0.169
60. N 0.104
61. H 0.135
62. H 0.127
63. H 0.115
64. H 0.135
65. H 0.114
66. H 0.111
67. H 0.111
68. H 0.126
69. H 0.124
70. H 0.128
71. H 0.079


No. 4
Computed, not measured: a molecular structure, C3H3LuO2 in a non-equilibrium geometry, with ωB97M-V with the def2-TZVPD basis set.

Computed properties:
Relative energy (zero: lowest compared OMol25 entry of this formula, charge and spin), kcal/mol: 98.2
Gap between HOMO and LUMO (spin up / spin down), eV: 5.9 / 5.8
HOMO level (spin up / spin down), eV: -17.016 / -16.723
Net charge: +2
LUMO (spin up / spin down), eV: -11.14 / -10.95

```
9
C3H3LuO2 (ωB97M-V with the def2-TZVPD basis set)
C -1.72 -0.74 0.06
C -0.50 -0.04 0.16
H -1.75 -1.84 0.20
H -2.72 -0.27 0.15
H -1.32 -0.57 -1.03
O 2.76 -0.77 0.18
C 2.78 0.44 0.12
Lu 0.09 2.24 0.05
O 2.39 1.55 0.10
```

Table of Löwdin atomic charges, one value per atom, all in e:
1. C -0.171
2. C -0.170
3. H 0.124
4. H 0.108
5. H 0.145
6. O 0.273
7. C -0.278
8. Lu 1.985
9. O -0.016